No. 1
8
Properties=species:S:1:pos:R:3 method="wB97M-V/def2-TZVPD" e_above_lowest_ev=0.3345 orbital_gap_ev=11.3 lumo_ev=0.6 spin_multiplicity=1 smiles="O=CO.O" max_force_ev_per_a=1.3 homo_energy_ev=-10.8
O -0.53623 -2.04647 -0.00673
C 0.59591 -1.67722 0.12072
O 0.92220 -0.38757 0.29727
H 1.41442 -2.39510 0.05124
H 0.07134 0.04170 0.16382
H -1.45407 2.61732 -0.40139
H -0.04968 2.02058 -0.04785
O -0.96389 1.82677 -0.17709



No. 2
18
Properties=species:S:1:pos:R:3 method="wB97M-V/def2-TZVPD" orbital_gap_ev="5.5 / 5.3" charge=+1 lumo_ev="-7.5 / -7.7" spin_multiplicity=1 max_force_ev_per_a=4.2 homo_energy_ev="-13.0 / -13.0"
Mn 0.66120 -0.05360 -0.22882
O 2.15660 -2.88762 -0.82486
Cl 2.32490 -1.45444 -0.71634
O 3.31565 -0.77690 -1.53995
O 0.94602 0.21221 1.30097
O -0.33127 -0.40349 -1.43561
N -3.48293 -0.28990 -1.00948
C -2.69265 -1.19560 -0.46216
N -2.54137 -2.38915 -0.99804
S -1.88228 -0.82022 1.04708
H -3.96389 -0.44225 -1.88321
H -3.57844 0.60709 -0.56589
H -2.95013 -2.64427 -1.88450
H -1.91536 -3.04511 -0.56205
C -0.09523 1.96402 -0.26576
H -0.53879 2.07479 0.71282
H -0.75705 1.96965 -1.11872
H 0.86397 2.45478 -0.40269



No. 3
53
Properties=species:S:1:pos:R:3 method="wB97M-V/def2-TZVPD" s_squared=8.7868 orbital_gap_ev="5.1 / 4.7" charge=-2 lumo_ev="-1.1 / -0.7" spin_multiplicity=6 max_force_ev_per_a=3.8 homo_energy_ev="-6.2 / -5.4"
Mn 30.04157 0.43585 -24.67945
F 29.05001 2.52404 -27.39773
F 28.40956 2.69510 -22.53041
O 24.45691 -2.67650 -21.49319
C 24.52492 -3.89921 -21.70137
O 23.94723 -4.90930 -21.07016
B 24.45194 -6.20760 -21.60062
O 25.43409 -5.78996 -22.60021
C 25.55713 -4.50520 -22.71367
O 26.43408 -3.87049 -23.31604
O 23.35026 -7.07907 -22.04969
C 23.17689 -8.01319 -21.15092
O 22.15639 -8.69513 -20.95623
C 24.34098 -7.92014 -20.10642
O 25.10853 -6.91080 -20.47357
O 24.47659 -8.71966 -19.25786
O 37.31081 3.25414 -25.57870
C 37.50378 3.51882 -24.43136
O 38.70889 3.86548 -23.89845
B 38.48580 3.94556 -22.44564
O 37.09741 3.55494 -22.20822
C 36.43557 3.38950 -23.32677
O 35.24802 3.09361 -23.44789
O 38.72195 5.36998 -21.99858
C 39.68841 5.48167 -21.09095
O 40.07609 6.49669 -20.47018
C 40.14307 4.06815 -20.74615
O 39.52688 3.29091 -21.62010
O 40.94470 3.69487 -19.87192
C 32.90964 -1.65970 -25.91538
O 32.17618 -1.59618 -24.67542
C 32.73710 -2.65309 -23.84064
C 32.79973 -2.16839 -22.28461
N 31.53094 -1.69919 -21.79591
C 31.46720 -0.99620 -20.48615
C 31.85809 -1.96555 -19.31104
O 30.72693 -2.40909 -18.57870
C 30.16390 -1.40894 -17.65998
H 32.66356 -0.81987 -26.56517
H 32.47384 -2.49441 -26.46443
H 33.98846 -1.69305 -25.76335
H 33.76129 -2.84786 -24.15875
H 32.22973 -3.61470 -23.91797
H 33.40058 -1.27951 -22.09234
H 33.18923 -2.96013 -21.64467
H 31.11081 -2.60215 -21.62779
H 30.45590 -0.62536 -20.31929
H 32.12241 -0.12662 -20.53758
H 32.54930 -1.34751 -18.73801
H 32.47659 -2.83120 -19.54815
H 30.06604 -0.36668 -17.96366
H 30.60964 -1.29379 -16.67197
H 29.17799 -1.82901 -17.46092



No. 4
97
Properties=species:S:1:pos:R:3 method="wB97M-V/def2-TZVPD" e_above_lowest_ev=2.5323 orbital_gap_ev=2.9 charge=-2 lumo_ev=3.4 spin_multiplicity=1 max_force_ev_per_a=1.6 homo_energy_ev=0.5
Pd 0.49125 -0.20675 -1.09577
C -0.57541 -5.11830 -0.83265
C -0.99344 -4.21279 0.32504
C -2.29960 -4.66876 0.97121
P -0.84024 -2.41392 -0.25158
C -2.00621 -2.24472 -1.73609
C -3.36219 -2.94403 -1.84596
C -2.15487 -0.72987 -1.87046
C -1.72785 -1.48242 1.05430
C -3.09191 -1.49490 1.32782
C -3.68320 -0.55545 2.16570
C -5.15351 -0.61790 2.50001
C -2.87210 0.45418 2.69212
C -1.51078 0.47106 2.48322
C -0.88006 -0.52901 1.70076
N 0.43871 -0.63459 1.45096
C 1.41828 -0.11937 2.21973
C 1.35687 0.07508 3.62108
C 2.45762 0.52313 4.32656
C 3.66572 0.80851 3.69585
C 4.87207 1.27033 4.47741
C 3.74643 0.61189 2.31731
C 2.67112 0.13887 1.58090
P 2.64143 -0.28012 -0.18870
C 4.16611 0.56586 -0.90408
C 5.54154 -0.07062 -0.69409
C 3.89721 0.76497 -2.39772
C 2.98650 -2.12643 -0.05671
C 3.07204 -2.77150 -1.43673
C 4.12231 -2.57304 0.86880
H -0.35705 -6.13474 -0.48934
H -1.36449 -5.17617 -1.58592
H 0.31720 -4.71293 -1.31518
H -0.21261 -4.27053 1.09451
H -3.14502 -4.54664 0.29394
H -2.24141 -5.72943 1.24927
H -2.49756 -4.09139 1.87318
H -1.39130 -2.60387 -2.57112
H -4.03008 -2.65450 -1.03639
H -3.84773 -2.65408 -2.78510
H -3.25636 -4.03119 -1.85071
H -2.89322 -0.33971 -1.16586
H -1.16214 -0.23935 -1.60965
H -2.44121 -0.42841 -2.88329
H -3.72752 -2.25167 0.88556
H -5.67942 -1.28082 1.81037
H -5.31331 -0.99928 3.51500
H -5.61208 0.37301 2.45160
H -3.32056 1.24180 3.29320
H -0.91204 1.27515 2.89111
H 0.42866 -0.13875 4.13544
H 2.37953 0.66303 5.40232
H 4.61947 1.43492 5.52633
H 5.67016 0.52206 4.43622
H 5.27422 2.20395 4.07378
H 4.68572 0.85079 1.82669
H 4.15224 1.54899 -0.41832
H 5.59304 -1.04295 -1.18597
H 6.31782 0.56750 -1.13512
H 5.77196 -0.21047 0.36145
H 3.86920 -0.19823 -2.91265
H 2.92595 1.24223 -2.53604
H 4.67551 1.38113 -2.86442
H 2.03628 -2.43296 0.39439
H 4.01054 -2.51977 -1.94133
H 3.01648 -3.86341 -1.35933
H 2.23864 -2.42191 -2.04537
H 5.08608 -2.56499 0.35519
H 4.18608 -1.91821 1.73832
H 3.93966 -3.59328 1.22463
C 0.38693 1.88995 -5.21811
C -0.25462 0.49835 -5.16870
C 0.35166 -0.28790 -4.10563
N 0.87482 -0.86117 -3.24725
H -0.08197 2.50099 -5.99159
H 1.45554 1.81336 -5.42045
H 0.25218 2.36512 -4.24657
H -0.13528 -0.03128 -6.11910
H -1.32197 0.60568 -4.96292
O 0.08814 2.04622 0.00462
C -0.63702 2.56436 -0.87179
O -0.67121 2.33416 -2.10270
C -1.61483 3.61696 -0.35356
C -2.42100 4.33692 -1.21646
C -3.33489 5.26214 -0.70439
C -3.46961 5.44783 0.66173
C -2.65324 4.72457 1.51406
C -1.71764 3.81803 1.01510
N -2.78938 4.91244 2.93501
O -3.64573 5.68354 3.34398
O -2.04634 4.30426 3.67705
N -4.16366 6.02992 -1.58891
O -4.99015 6.79179 -1.11097
O -4.01446 5.90283 -2.79006
H -2.34966 4.18282 -2.28314
H -4.19936 6.13911 1.05107
H -1.08043 3.26470 1.69002



No. 5
15
Properties=species:S:1:pos:R:3 method="wB97M-V/def2-TZVPD" orbital_gap_ev="6.5 / 6.5" lumo_ev="-0.8 / -0.8" spin_multiplicity=1 max_force_ev_per_a=4.5 homo_energy_ev="-7.3 / -7.3"
C -0.93551 -1.14289 -0.84450
C 0.47913 -1.54626 -0.74397
C 1.15308 -0.51477 0.16079
C 0.89267 1.07131 -0.17217
N -1.58786 -0.28428 -0.34849
O -3.51923 0.62208 1.21658
P -2.54445 1.11641 0.27619
P -0.42060 2.10712 0.60183
H 0.43382 -2.54995 -0.36448
H 1.06980 -1.59440 -1.74336
H 0.92463 -0.74216 1.26487
H 2.22924 -0.59658 0.08398
H 1.77459 1.60440 -0.06348
H 0.49631 1.00237 -1.21421
H -0.44563 1.44762 1.89041



No. 6
26
Properties=species:S:1:pos:R:3 method="wB97M-V/def2-TZVPD" e_above_lowest_ev=0.9334 s_squared=0.7529 orbital_gap_ev="12.0 / 4.7" charge=+2 lumo_ev="-6.7 / -14.0" spin_multiplicity=2 max_force_ev_per_a=3.5 homo_energy_ev="-18.7 / -18.7"
C -1.25852 -0.26458 -0.63578
C -0.85175 1.03750 0.07057
C -0.67235 2.28733 -0.76790
C 0.34372 0.67163 1.09368
C 0.66890 1.79415 2.01223
N -1.03153 -1.67920 -0.08014
H -2.38006 -0.16181 -0.72554
H -0.69919 -0.39040 -1.57351
H -1.72332 1.14547 0.77192
H -0.52305 3.07581 -0.05466
H -1.52437 2.53375 -1.41472
H 0.25158 2.15075 -1.38378
H 1.28254 0.40910 0.56694
H 0.21852 -0.23626 1.70482
H -0.15199 2.06743 2.69245
H 1.07357 2.64406 1.39031
H 1.51175 1.47270 2.68404
H -1.41492 -2.34252 -0.75350
H -1.62875 -1.74021 0.74502
H -0.06548 -1.87069 0.24004
H 1.44531 -1.56704 -2.99637
H 0.24267 -2.19943 -3.68997
O 0.47931 -1.65205 -2.93208
H 2.57146 -2.33525 1.66901
H 2.07281 -2.53183 0.23866
O 1.76315 -2.31840 1.12825